Here is 12 unconnected molecules or ions with the total composition C52H80F32O12 in a non-equilibrium geometry from the Open Molecules 2025 dataset. Energies are from the ωB97M-V functional and the def2-TZVPD basis.

multiplicity = 1
highest occupied orbital energy = -8.93 eV
M = 1505.136 g mol⁻¹
total charge = 0
LUMO level = 0.004 Ha
SMILES = FC(F)C(F)(F)COC(F)(F)C(F)F.FC(F)C(F)(F)COC(F)(F)C(F)F.FC(F)C(F)(F)COC(F)(F)C(F)F.FC(F)C(F)(F)COC(F)(F)C(F)F.C1CCOC1.C1CCOC1.C1CCOC1.C1CCOC1.C1CCOC1.C1CCOC1.C1CCOC1.C1CCOC1
max |F| = 4.828 eV Å⁻¹

Bonds (Å) are listed after each position.
Element x y z (Å)
1 F 1.229 6.351 -4.888  C2 1.358
2 C 1.874 6.372 -3.693  F1 1.358, F3 1.411, C4 1.503, H15 1.090
3 F 2.660 7.501 -3.379  C2 1.411
4 C 0.870 6.028 -2.628  C2 1.503, F5 1.310, F6 1.291, C7 1.525
5 F 0.312 4.883 -2.934  C4 1.310
6 F -0.052 6.910 -2.429  C4 1.291
7 C 1.624 5.936 -1.305  C4 1.525, O8 1.460, H16 1.090, H17 1.090
8 O 0.852 5.288 -0.249  C7 1.460, C9 1.484
9 C 1.210 5.825 1.088  O8 1.484, F10 1.343, F11 1.390, C12 1.548
10 F 2.529 5.782 1.338  C9 1.343
11 F 0.792 7.150 1.120  C9 1.390
12 C 0.441 4.927 2.086  C9 1.548, F13 1.285, F14 1.379, H18 1.090
13 F 0.803 3.696 2.157  C12 1.285
14 F 0.606 5.425 3.361  C12 1.379
15 H 2.617 5.583 -3.810  C2 1.090
16 H 1.958 6.965 -1.175  C7 1.090
17 H 2.554 5.380 -1.430  C7 1.090
18 H -0.619 4.877 1.836  C12 1.090
19 F 1.299 -0.518 3.138  C20 1.328
20 C 1.795 0.313 2.228  F19 1.328, F21 1.309, C22 1.552, H33 1.090
21 F 3.046 -0.008 2.016  C20 1.309
22 C 0.932 0.323 0.937  C20 1.552, F23 1.328, F24 1.325, C25 1.610
23 F 1.321 -0.810 0.364  C22 1.328
24 F 1.278 1.298 0.110  C22 1.325
25 C -0.664 0.452 1.101  C22 1.610, O26 1.370, H34 1.090, H35 1.090
26 O -1.187 0.001 -0.082  C25 1.370, C27 1.459
27 C -1.638 1.001 -1.043  O26 1.459, F28 1.329, F29 1.282, C30 1.570
28 F -2.853 0.652 -1.453  C27 1.329
29 F -1.852 2.142 -0.499  C27 1.282
30 C -0.723 0.984 -2.318  C27 1.570, F31 1.371, F32 1.314, H36 1.090
31 F -0.382 -0.279 -2.728  C30 1.371
32 F -1.234 1.761 -3.246  C30 1.314
33 H 1.824 1.276 2.737  C20 1.090
34 H -0.960 1.413 1.522  C25 1.090
35 H -1.036 -0.215 1.879  C25 1.090
36 H 0.240 1.472 -2.173  C30 1.090
37 F -4.481 3.479 -4.894  C38 1.384
38 C -4.304 2.109 -4.817  F37 1.384, F39 1.298, C40 1.595, H51 1.090
39 F -4.208 1.746 -3.574  C38 1.298
40 C -5.373 1.267 -5.651  C38 1.595, F41 1.273, F42 1.291, C43 1.575
41 F -5.196 1.552 -6.879  C40 1.273
42 F -6.576 1.635 -5.361  C40 1.291
43 C -5.222 -0.295 -5.524  C40 1.575, O44 1.415, H52 1.090, H53 1.090
44 O -3.889 -0.768 -5.582  C43 1.415, C45 1.436
45 C -3.692 -2.008 -6.278  O44 1.436, F46 1.314, F47 1.351, C48 1.516
46 F -2.481 -2.244 -5.825  C45 1.314
47 F -4.489 -2.937 -5.708  C45 1.351
48 C -3.843 -1.968 -7.786  C45 1.516, F49 1.328, F50 1.336, H54 1.090
49 F -3.260 -2.988 -8.405  C48 1.328
50 F -5.098 -1.845 -8.228  C48 1.336
51 H -3.314 1.898 -5.222  C38 1.090
52 H -5.907 -0.823 -6.187  C43 1.090
53 H -5.536 -0.612 -4.529  C43 1.090
54 H -3.269 -1.119 -8.159  C48 1.090
55 F 4.685 2.211 6.758  C56 1.351
56 C 3.532 2.132 7.456  F55 1.351, F57 1.300, C58 1.560, H69 1.090
57 F 3.143 3.318 7.821  C56 1.300
58 C 2.330 1.332 6.864  C56 1.560, F59 1.327, F60 1.329, C61 1.559
59 F 1.610 2.072 6.031  C58 1.327
60 F 1.554 0.991 7.887  C58 1.329
61 C 2.838 -0.011 6.255  C58 1.559, O62 1.474, H70 1.090, H71 1.090
62 O 3.360 -0.807 7.381  C61 1.474, C63 1.389
63 C 3.083 -2.163 7.263  O62 1.389, F64 1.303, F65 1.343, C66 1.524
64 F 1.798 -2.330 7.126  C63 1.303
65 F 3.628 -2.606 6.118  C63 1.343
66 C 3.701 -2.834 8.483  C63 1.524, F67 1.354, F68 1.308, H72 1.090
67 F 3.177 -2.343 9.631  C66 1.354
68 F 3.508 -4.125 8.573  C66 1.308
69 H 3.842 1.730 8.421  C56 1.090
70 H 3.690 0.258 5.631  C61 1.090
71 H 2.099 -0.537 5.651  C61 1.090
72 H 4.756 -2.586 8.370  C66 1.090
73 C -0.117 -3.063 4.450  C74 1.508, C77 1.546, H78 1.090, H79 1.090
74 C -1.138 -4.119 4.789  C73 1.508, C75 1.510, H80 1.090, H81 1.090
75 C -0.378 -5.411 4.969  C74 1.510, O76 1.366, H82 1.090, H83 1.090
76 O 0.769 -5.194 4.260  C75 1.366, C77 1.423
77 C 1.213 -3.849 4.398  C73 1.546, O76 1.423, H84 1.090, H85 1.090
78 H -0.096 -2.322 5.249  C73 1.090
79 H -0.439 -2.614 3.511  C73 1.090
80 H -1.855 -4.178 3.970  C74 1.090
81 H -1.775 -3.770 5.602  C74 1.090
82 H -0.848 -6.300 4.548  C75 1.090
83 H -0.179 -5.637 6.016  C75 1.090
84 H 1.814 -3.528 3.547  C77 1.090
85 H 1.868 -3.771 5.266  C77 1.090
86 C -1.522 -3.194 -0.869  C87 1.528, C90 1.498, H91 1.090, H92 1.090
87 C -1.313 -3.632 0.580  C86 1.528, C88 1.514, H93 1.090, H94 1.090
88 C -2.045 -4.957 0.627  C87 1.514, O89 1.402, H95 1.090, H96 1.090
89 O -1.747 -5.502 -0.629  C88 1.402, C90 1.406
90 C -1.545 -4.503 -1.598  C86 1.498, O89 1.406, H97 1.090, H98 1.090
91 H -0.904 -2.433 -1.345  C86 1.090
92 H -2.518 -2.756 -0.919  C86 1.090
93 H -1.621 -2.891 1.318  C87 1.090
94 H -0.247 -3.853 0.641  C87 1.090
95 H -3.121 -4.850 0.768  C88 1.090
96 H -1.636 -5.556 1.440  C88 1.090
97 H -2.319 -4.578 -2.361  C90 1.090
98 H -0.611 -4.527 -2.159  C90 1.090
99 C -1.865 2.493 5.889  C100 1.544, C103 1.502, H104 1.090, H105 1.090
100 C -2.385 3.502 4.843  C99 1.544, C101 1.497, H106 1.090, H107 1.090
101 C -2.638 2.597 3.677  C100 1.497, O102 1.413, H108 1.090, H109 1.090
102 O -2.407 1.253 4.047  C101 1.413, C103 1.374
103 C -2.382 1.163 5.418  C99 1.502, O102 1.374, H110 1.090, H111 1.090
104 H -2.364 2.798 6.808  C99 1.090
105 H -0.789 2.458 6.059  C99 1.090
106 H -1.675 4.290 4.589  C100 1.090
107 H -3.355 3.892 5.152  C100 1.090
108 H -2.081 2.718 2.748  C101 1.090
109 H -3.658 2.859 3.398  C101 1.090
110 H -1.723 0.394 5.819  C103 1.090
111 H -3.411 0.979 5.728  C103 1.090
112 C 2.434 -4.503 -0.629  C113 1.574, C116 1.561, H117 1.090, H118 1.090
113 C 2.561 -5.122 0.813  C112 1.574, C114 1.511, H119 1.090, H120 1.090
114 C 1.573 -6.266 0.812  C113 1.511, O115 1.397, H121 1.090, H122 1.090
115 O 0.963 -6.378 -0.439  C114 1.397, C116 1.421
116 C 1.840 -5.747 -1.362  C112 1.561, O115 1.421, H123 1.090, H124 1.090
117 H 3.452 -4.300 -0.962  C112 1.090
118 H 1.819 -3.603 -0.604  C112 1.090
119 H 2.383 -4.331 1.541  C113 1.090
120 H 3.595 -5.386 1.035  C113 1.090
121 H 0.852 -6.036 1.597  C114 1.090
122 H 2.127 -7.186 0.997  C114 1.090
123 H 1.332 -5.493 -2.292  C116 1.090
124 H 2.519 -6.484 -1.791  C116 1.090
125 C 1.567 -3.066 -3.664  C126 1.443, C129 1.520, H130 1.090, H131 1.090
126 C 0.575 -3.417 -4.652  C125 1.443, C127 1.512, H132 1.090, H133 1.090
127 C 1.423 -3.728 -5.865  C126 1.512, O128 1.435, H134 1.090, H135 1.090
128 O 2.642 -2.985 -5.720  C127 1.435, C129 1.422
129 C 2.608 -2.308 -4.470  C125 1.520, O128 1.422, H136 1.090, H137 1.090
130 H 2.047 -3.976 -3.305  C125 1.090
131 H 1.267 -2.436 -2.827  C125 1.090
132 H -0.230 -2.685 -4.715  C126 1.090
133 H -0.102 -4.213 -4.340  C126 1.090
134 H 0.835 -3.339 -6.696  C127 1.090
135 H 1.606 -4.803 -5.867  C127 1.090
136 H 2.254 -1.318 -4.756  C129 1.090
137 H 3.577 -2.098 -4.017  C129 1.090
138 C -1.077 2.493 -7.457  C139 1.540, C142 1.512, H143 1.090, H144 1.090
139 C 0.164 1.937 -6.734  C138 1.540, C140 1.497, H145 1.090, H146 1.090
140 C 0.000 0.463 -6.939  C139 1.497, O141 1.431, H147 1.090, H148 1.090
141 O -1.097 0.254 -7.835  C140 1.431, C142 1.453
142 C -1.274 1.492 -8.574  C138 1.512, O141 1.453, H149 1.090, H150 1.090
143 H -0.884 3.472 -7.896  C138 1.090
144 H -1.961 2.668 -6.845  C138 1.090
145 H 0.145 2.222 -5.681  C139 1.090
146 H 1.074 2.311 -7.203  C139 1.090
147 H -0.297 0.084 -5.961  C140 1.090
148 H 0.928 0.007 -7.282  C140 1.090
149 H -2.246 1.606 -9.054  C142 1.090
150 H -0.545 1.619 -9.375  C142 1.090
151 C -4.492 4.258 -0.965  C152 1.493, C155 1.531, H156 1.090, H157 1.090
152 C -5.323 4.265 0.275  C151 1.493, C153 1.526, H158 1.090, H159 1.090
153 C -6.119 5.551 0.078  C152 1.526, O154 1.472, H160 1.090, H161 1.090
154 O -6.141 5.740 -1.382  C153 1.472, C155 1.396
155 C -5.445 4.739 -2.062  C151 1.531, O154 1.396, H162 1.090, H163 1.090
156 H -4.179 3.255 -1.257  C151 1.090
157 H -3.574 4.846 -0.982  C151 1.090
158 H -4.794 4.269 1.228  C152 1.090
159 H -6.035 3.451 0.412  C152 1.090
160 H -5.597 6.312 0.658  C153 1.090
161 H -7.138 5.293 0.366  C153 1.090
162 H -4.762 5.169 -2.795  C155 1.090
163 H -6.052 3.913 -2.432  C155 1.090
164 C 6.487 -0.442 3.823  C165 1.496, C168 1.518, H169 1.090, H170 1.090
165 C 6.265 -1.009 2.456  C164 1.496, C166 1.563, H171 1.090, H172 1.090
166 C 6.826 0.121 1.534  C165 1.563, O167 1.436, H173 1.090, H174 1.090
167 O 7.195 1.234 2.362  C166 1.436, C168 1.450
168 C 6.376 1.046 3.544  C164 1.518, O167 1.450, H175 1.090, H176 1.090
169 H 7.483 -0.674 4.198  C164 1.090
170 H 5.825 -0.888 4.564  C164 1.090
171 H 5.187 -1.169 2.443  C165 1.090
172 H 6.730 -1.995 2.455  C165 1.090
173 H 6.192 0.323 0.671  C166 1.090
174 H 7.674 -0.369 1.056  C166 1.090
175 H 5.362 1.444 3.563  C168 1.090
176 H 6.979 1.570 4.286  C168 1.090